Here is a 2-piece molecular cluster, C3H8Cl2N overall in a non-equilibrium geometry from OMol25. Energies are from ωB97M-V/def2-TZVPD.

Computed properties:
⟨S²⟩: 2.01
Electronic energy, eV: -29763.9023
Max |F|, eV/Å: 3.7
E_HOMO (spin up / spin down), eV: -10.5398 / -14.2010
Kohn-Sham gap (spin up / spin down), eV: 6.429 / 8.683

Structure (ORCA input):
```
! RIJCOSX wB97M-V def2-TZVPD def2/J DEFGRID3
* xyz 1 3
C -0.63 -0.84 2.90
C 0.58 1.33 -1.63
C -1.30 -0.80 1.55
N 1.15 0.42 -2.66
Cl -2.91 -0.98 1.37
Cl -0.29 -0.48 0.25
H -1.35 -1.26 3.73
H 0.25 -1.57 2.98
H -0.57 0.15 3.30
H 0.09 2.15 -1.97
H 1.30 1.41 -0.91
H 0.45 -0.26 -2.98
H 2.07 -0.04 -2.37
H 1.16 0.77 -3.57
*
```



Here is a 2-piece molecular cluster, C3H8Cl2NO overall in a non-equilibrium geometry from OMol25. Energies are from ωB97M-V/def2-TZVPD.

Computed properties:
Electronic energy, eV: -31812.8781
Max |F|, eV/Å: 3.7
E_HOMO (spin up / spin down), eV: -12.6544 / -13.0477
Kohn-Sham gap (spin up / spin down), eV: 8.240 / 8.605

Structure (ORCA input):
```
! RIJCOSX wB97M-V def2-TZVPD def2/J DEFGRID3
* xyz 1 1
C -0.06 -0.84 -1.35
C 0.56 0.40 -0.86
C -1.20 0.64 0.94
N 1.63 0.21 0.21
O -1.47 -0.68 1.19
Cl -2.40 1.65 0.42
Cl -0.20 1.23 2.29
H -0.11 -1.57 -0.52
H -1.06 -0.56 -1.67
H 0.45 -1.36 -2.18
H 0.47 1.44 -1.17
H 2.48 0.82 0.16
H 1.78 -0.85 0.12
H 1.50 0.46 1.20
H -2.39 -1.02 1.22
*
```



Here is a 2-piece molecular cluster, C3H8ClN2 overall in a non-equilibrium geometry from OMol25. Energies are from ωB97M-V/def2-TZVPD.

Computed properties:
Electronic energy, eV: -18734.8318
Max |F|, eV/Å: 1.3
E_HOMO, eV: -12.8287
Kohn-Sham gap, eV: 8.455

Structure (ORCA input):
```
! RIJCOSX wB97M-V def2-TZVPD def2/J DEFGRID3
* xyz 1 1
C 1.75 0.46 -0.14
C -1.53 -1.42 0.32
C -1.23 0.90 -0.25
N 2.72 1.23 0.24
N -1.57 -0.29 -0.56
Cl 2.19 -1.19 -0.23
H -2.50 -1.91 0.34
H -0.80 -2.13 -0.05
H -1.26 -1.11 1.32
H -1.25 1.68 -0.99
H -0.92 1.14 0.75
H 3.67 0.91 0.46
H 2.56 2.23 0.31
H -1.85 -0.50 -1.52
*
```



Here is one molecule with the formula C3H8ClNO in a non-equilibrium geometry from OMol25. Energies are from ωB97M-V/def2-TZVPD.

Computed properties:
Electronic energy, eV: -19299.1577
Max |F|, eV/Å: 4.6
SMILES: CN(C)[C@@H](O)Cl
E_HOMO, eV: -8.8583
Kohn-Sham gap, eV: 9.654

Structure (ORCA input):
```
! RIJCOSX wB97M-V def2-TZVPD def2/J DEFGRID3
* xyz 0 1
C 0.97 -1.07 0.82
C 0.61 0.49 -1.09
C -1.16 0.26 0.50
N 0.22 0.09 0.26
O -1.51 1.52 0.30
Cl -2.09 -0.97 -0.56
H 0.75 -1.08 1.85
H 0.46 -1.93 0.57
H 1.97 -1.11 0.64
H 0.03 1.34 -1.62
H 1.59 0.77 -0.96
H 0.56 -0.44 -1.91
H -1.27 0.14 1.62
H -1.13 2.00 -0.41
*
```



Here is C3H8ClNOSi as an isolated structure in a non-equilibrium geometry from OMol25. Energies are from ωB97M-V/def2-TZVPD.

Computed properties:
Electronic energy, eV: -27176.1714
Max |F|, eV/Å: 4.2
E_HOMO, eV: -9.1681
Kohn-Sham gap, eV: 9.660

Structure (ORCA input):
```
! RIJCOSX wB97M-V def2-TZVPD def2/J DEFGRID3
* xyz 0 1
C -0.17 -0.63 0.03
C -0.61 0.85 -0.02
C -1.19 -1.61 -0.55
N 1.00 -0.90 0.32
O 3.72 -1.06 0.83
Si 3.14 0.23 0.23
Cl 1.47 -2.57 0.25
H -1.19 1.04 -0.95
H -1.32 0.94 0.79
H 0.23 1.49 0.19
H -0.67 -2.48 -0.71
H -2.02 -1.43 0.16
H -1.51 -1.23 -1.55
H 3.09 1.63 0.85
H 2.89 0.07 -1.19
*
```



Here is C3H8CsO as an isolated structure in a non-equilibrium geometry from OMol25. Energies are from ωB97M-V/def2-TZVPD.

Computed properties:
Electronic energy, eV: -5829.5728
Max |F|, eV/Å: 5.7
E_HOMO, eV: -15.0980
Kohn-Sham gap, eV: 11.658

Structure (ORCA input):
```
! RIJCOSX wB97M-V def2-TZVPD def2/J DEFGRID3
* xyz 1 1
Cs 1.08 1.97 -1.78
C -1.34 0.41 0.10
C 0.08 -0.02 0.53
C 0.55 -1.19 -0.18
O 0.97 1.06 0.27
H -1.25 0.74 -0.94
H -1.83 1.19 0.68
H -2.04 -0.42 0.06
H 0.08 -0.20 1.60
H -0.07 -2.03 0.16
H 1.62 -1.35 -0.05
H 0.39 -1.04 -1.25
H 1.76 0.88 0.79
*
```



Here is an isolated ion of composition C3H8F2NO and charge +1 in a non-equilibrium geometry from OMol25. Energies are from ωB97M-V/def2-TZVPD.

Computed properties:
Electronic energy, eV: -12203.0100
Max |F|, eV/Å: 3.9
SMILES: C[N+](C)(F)[C@@H](O)F
E_HOMO, eV: -17.1033
Kohn-Sham gap, eV: 13.653

Structure (ORCA input):
```
! RIJCOSX wB97M-V def2-TZVPD def2/J DEFGRID3
* xyz 1 1
C -1.04 0.69 -0.70
C 1.25 -0.40 -1.08
C -0.14 -0.25 1.39
N 0.23 0.28 -0.17
O -1.20 -0.97 1.50
F 1.00 -0.88 1.77
F 0.87 1.51 0.14
H -1.12 1.82 -0.81
H -1.27 0.24 -1.67
H -1.82 0.43 -0.01
H 2.07 -0.59 -0.38
H 0.69 -1.07 -1.78
H 1.64 0.33 -1.80
H -0.12 0.78 1.86
H -1.03 -1.90 1.74
*
```



Here is a 2-piece molecular cluster, C3H8F3NO5S2 overall in a non-equilibrium geometry from OMol25. Energies are from ωB97M-V/def2-TZVPD.

Computed properties:
Electronic energy, eV: -44786.3522
Max |F|, eV/Å: 1.1
E_HOMO, eV: -8.4499
Kohn-Sham gap, eV: 6.612

Structure (ORCA input):
```
! RIJCOSX wB97M-V def2-TZVPD def2/J DEFGRID3
* xyz 0 1
C 0.26 -0.83 1.06
O -0.26 -2.03 0.42
C -1.53 -2.30 0.76
N -2.42 -1.18 0.13
O -3.15 -1.72 -0.97
S -3.56 -0.53 1.31
H -0.53 -0.31 1.62
H 0.59 -0.15 0.30
H 1.06 -1.05 1.76
H -1.87 -3.23 0.31
H -1.73 -2.31 1.83
H -1.81 -0.44 -0.23
H -2.70 -1.43 -1.78
H -3.60 0.70 0.80
C 2.91 2.04 -1.73
F 2.52 0.86 -2.25
F 4.24 2.11 -1.85
F 2.39 3.00 -2.49
S 2.38 2.19 0.02
O 3.02 1.06 0.65
O 0.93 2.07 -0.08
O 2.87 3.49 0.40
*
```